{"formula": "C11H15FN", "method": "ωB97M-V/def2-TZVPD", "lumo_ev": [-5.326, -5.326], "total_charge": 1, "homo_ev": [-11.7108, -11.7110], "symbols": ["C", "C", "C", "C", "C", "C", "C", "C", "C", "C", "C", "N", "F", "H", "H", "H", "H", "H", "H", "H", "H", "H", "H", "H", "H", "H", "H", "H"], "positions_angstrom": [[3.84, -0.19, -0.02], [2.94, -1.14, 0.63], [3.33, 0.90, -0.63], [1.61, -0.90, 0.57], [1.96, 1.19, -0.52], [1.06, 0.28, -0.01], [-1.31, -1.49, -1.57], [-0.34, 0.70, 0.03], [-1.34, 0.57, 0.91], [-1.17, -0.24, 2.14], [-2.64, 1.26, 0.59], [-2.30, -0.91, -2.21], [-0.66, 1.53, -0.98], [4.88, -0.25, -0.12], [3.54, -1.88, 1.18], [3.84, 1.60, -1.28], [0.82, -1.55, 0.88], [1.76, 2.20, -0.99], [-1.57, -2.20, -0.71], [-0.35, -1.19, -1.61], [-1.67, 0.36, 2.98], [-0.26, -0.66, 2.28], [-1.92, -1.07, 2.06], [-2.71, 2.17, 1.17], [-3.50, 0.76, 0.80], [-2.59, 1.78, -0.48], [-3.23, -1.36, -2.18], [-2.04, -0.27, -2.92]], "nbo_charge": [-0.17, -0.20, -0.20, -0.21, -0.16, -0.17, 0.16, 0.33, 0.00, -0.64, -0.67, -0.60, -0.35, 0.23, 0.24, 0.23, 0.20, 0.24, 0.24, 0.23, 0.25, 0.23, 0.21, 0.25, 0.22, 0.24, 0.45, 0.44]}

---

{"formula": "C45H40AsN3O4Ru", "method": "ωB97M-V/def2-TZVPD", "lumo_ev": [-6.211, -8.065], "total_charge": 2, "homo_ev": [-12.9146, -12.9104], "spin_multiplicity": 5, "symbols": ["Ru", "O", "C", "O", "C", "C", "C", "C", "C", "N", "C", "O", "O", "H", "H", "H", "C", "C", "C", "C", "C", "C", "C", "C", "N", "C", "C", "C", "C", "N", "C", "C", "C", "C", "C", "C", "C", "C", "H", "H", "H", "H", "H", "H", "H", "H", "H", "H", "H", "H", "H", "H", "H", "H", "H", "H", "H", "H", "H", "H", "H", "H", "C", "C", "C", "C", "C", "C", "As", "C", "C", "C", "C", "C", "C", "C", "C", "C", "C", "C", "C", "H", "H", "H", "H", "H", "H", "H", "H", "H", "H", "H", "H", "H"], "positions_angstrom": [[0.57, -0.13, 0.55], [1.42, 3.51, 2.90], [0.68, 2.80, 2.27], [1.56, 2.43, -0.02], [-0.09, 1.73, 3.01], [-0.62, 2.00, 4.26], [-1.37, 1.01, 4.89], [-1.57, -0.21, 4.26], [-0.99, -0.41, 3.02], [-0.25, 0.54, 2.43], [-1.22, -1.66, 2.19], [-1.81, -2.60, 2.64], [-0.68, -1.62, 0.98], [-0.45, 2.96, 4.71], [-1.79, 1.19, 5.87], [-2.17, -1.00, 4.69], [-3.52, 1.29, 1.47], [-3.31, 0.65, 0.12], [-4.38, -0.06, -0.43], [-4.28, -0.65, -1.68], [-3.09, -0.55, -2.39], [-2.00, 0.12, -1.87], [-0.71, 0.20, -2.63], [-2.13, 0.73, -0.61], [-0.95, 1.35, -0.09], [-0.86, 2.59, 0.17], [-1.94, 3.58, -0.06], [0.49, 3.07, 0.73], [0.73, 4.55, 0.48], [2.06, 1.30, 0.62], [3.44, 1.30, 0.68], [4.26, 1.98, -0.26], [3.74, 2.69, -1.48], [5.63, 1.89, -0.09], [6.19, 1.17, 0.95], [5.38, 0.50, 1.86], [4.01, 0.55, 1.75], [3.17, -0.03, 2.85], [-4.01, 0.60, 2.15], [-4.16, 2.17, 1.39], [-2.59, 1.61, 1.94], [-5.30, -0.13, 0.12], [-5.12, -1.18, -2.09], [-3.01, -1.01, -3.37], [-0.81, -0.30, -3.60], [0.10, -0.31, -2.09], [-0.39, 1.22, -2.82], [-2.81, 3.12, -0.51], [-1.58, 4.38, -0.71], [-2.24, 4.05, 0.89], [-0.03, 5.16, 0.98], [0.71, 4.75, -0.59], [1.70, 4.83, 0.88], [2.96, 2.12, -1.99], [4.56, 2.85, -2.18], [3.31, 3.66, -1.24], [6.27, 2.39, -0.80], [7.27, 1.12, 1.05], [5.83, -0.04, 2.68], [3.80, -0.61, 3.53], [2.37, -0.68, 2.49], [2.69, 0.76, 3.43], [6.58, -2.26, -0.86], [5.76, -1.38, -1.55], [4.40, -1.33, -1.27], [3.87, -2.19, -0.31], [4.69, -3.08, 0.38], [6.05, -3.11, 0.10], [1.99, -2.12, 0.00], [1.08, -3.16, -1.34], [1.01, -2.94, -2.69], [0.23, -3.79, -3.47], [-0.49, -4.83, -2.89], [-0.42, -5.06, -1.53], [0.38, -4.23, -0.73], [0.60, -4.39, 0.69], [0.00, -5.39, 1.49], [0.33, -5.47, 2.82], [1.25, -4.58, 3.38], [1.83, -3.57, 2.61], [1.51, -3.48, 1.28], [7.64, -2.30, -1.08], [6.18, -0.72, -2.30], [3.77, -0.63, -1.80], [4.27, -3.76, 1.11], [6.69, -3.80, 0.63], [1.56, -2.13, -3.16], [0.18, -3.64, -4.54], [-1.10, -5.48, -3.51], [-0.97, -5.88, -1.09], [-0.71, -6.08, 1.06], [-0.12, -6.23, 3.44], [1.50, -4.67, 4.43], [2.53, -2.88, 3.08]], "mulliken_spin": [2.51, 0.00, -0.01, 0.08, 0.06, 0.01, 0.00, 0.00, 0.03, -0.01, 0.05, 0.03, 0.06, 0.00, 0.00, 0.00, 0.00, 0.01, 0.00, 0.01, 0.00, -0.02, 0.03, -0.02, 0.15, 0.03, 0.01, 0.03, 0.01, 0.37, 0.21, 0.11, 0.01, -0.03, 0.13, -0.04, 0.04, 0.04, 0.00, 0.00, 0.00, 0.00, 0.00, 0.00, 0.00, 0.00, 0.00, 0.00, 0.00, 0.00, 0.00, 0.00, 0.00, 0.00, 0.00, 0.01, 0.01, -0.01, 0.00, 0.00, 0.01, 0.01, 0.00, 0.00, 0.01, 0.00, -0.01, 0.00, 0.08, -0.01, -0.01, 0.00, 0.00, 0.00, 0.01, -0.01, 0.00, 0.00, 0.00, 0.01, -0.01, 0.00, 0.00, -0.01, 0.00, 0.00, 0.00, 0.00, 0.00, 0.00, 0.00, 0.00, 0.00, 0.00]}

---

{"formula": "C6H12O", "method": "ωB97M-V/def2-TZVPD", "lumo_ev": 0.872, "homo_ev": -8.1899, "symbols": ["C", "C", "C", "C", "C", "C", "H", "H", "H", "H", "H", "H", "H", "H", "H", "H", "O", "H", "H"], "positions_angstrom": [[-0.25, 0.51, 1.68], [0.20, 0.45, 0.40], [0.87, -0.67, -0.29], [0.98, -0.63, -1.64], [0.18, 0.27, -2.54], [1.94, -1.54, -2.37], [-0.75, -0.34, 2.13], [-0.27, 1.57, 1.90], [0.40, 1.42, -0.05], [1.13, -1.58, 0.23], [0.17, 1.28, -2.09], [0.74, 0.52, -3.45], [-0.82, 0.00, -2.87], [1.38, -1.74, -3.30], [2.79, -0.93, -2.68], [2.23, -2.50, -1.96], [-3.79, 1.67, 5.62], [-3.96, 0.91, 5.05], [-3.15, 1.34, 6.23]], "nbo_charge": [-0.43, -0.19, -0.27, 0.08, -0.67, -0.64, 0.21, 0.21, 0.18, 0.21, 0.22, 0.21, 0.24, 0.21, 0.22, 0.22, -0.93, 0.47, 0.46]}

---

{"formula": "C6H9N6", "method": "ωB97M-V/def2-TZVPD", "lumo_ev": -6.010, "total_charge": 1, "homo_ev": -13.2379, "symbols": ["C", "C", "N", "C", "C", "C", "N", "N", "C", "N", "N", "N", "H", "H", "H", "H", "H", "H", "H", "H", "H"], "positions_angstrom": [[1.86, 2.40, 0.31], [0.64, 1.53, 0.17], [0.54, 0.24, 0.51], [-0.70, -0.17, 0.12], [-1.01, -1.56, 0.33], [-0.07, -2.37, 1.20], [0.19, -3.60, 0.54], [0.07, -3.59, -0.71], [-0.60, -2.47, -1.10], [-0.96, -2.11, -2.30], [-1.44, 0.83, -0.33], [-0.57, 1.85, -0.45], [2.63, 1.69, 0.76], [2.28, 2.88, -0.64], [1.70, 3.26, 0.93], [-2.14, -1.63, 0.41], [0.90, -2.04, 1.34], [-0.46, -2.52, 2.25], [-1.75, -1.58, -2.65], [-0.59, -2.80, -2.91], [-0.92, 2.71, -0.83]], "nbo_charge": [-0.68, 0.40, -0.51, 0.23, -0.29, -0.33, 0.11, -0.23, 0.58, -0.65, -0.25, -0.34, 0.26, 0.26, 0.25, 0.29, 0.30, 0.27, 0.47, 0.43, 0.43]}

---

For reference, relative energy (zero: lowest compared OMol25 entry of this formula, charge and spin) by record: 0.0, 238.6, 245.2, 198.5 kJ/mol.
For reference, largest force on an atom by record: 5.97, 1.59, 3.11, 6.27 eV/A.